[1]
The following is a quantum chemistry calculation of an isolated ion of composition CH2N3O3 and charge -1 at a distorted geometry, from the Open Molecules 2025 dataset.

Last column: Mulliken charge in e.
Cartesian coordinates (Å):
C -0.757 -0.375 1.050  0.094
N 1.334 0.558 0.461  -0.734
N 0.391 0.022 1.222  -0.097
N 1.185 0.402 -0.838  1.145
O 0.198 -0.147 -1.368  -0.797
O -1.726 -0.272 0.048  -0.549
O 2.217 0.689 -1.543  -0.735
H -1.383 -0.781 1.888  0.255
H -1.459 -0.096 -0.920  0.419

Values from the calculation:
total charge: -1
Kohn-Sham gap: 7.88 eV
E: -11678.6964 eV
SMILES string: [O-][N+]([O-])=N/N=C\O

[2]
The following is a quantum chemistry calculation of an isolated ion of composition CH2N3O3 and charge -1 at a distorted geometry, from the Open Molecules 2025 dataset.

Last column: Mulliken charge in e.
Cartesian coordinates (Å):
C -0.706 1.179 -1.336  0.089
N -0.632 -0.478 0.285  -0.289
N -0.137 0.118 -0.800  -0.425
N 0.024 -1.070 1.117  0.978
O 1.598 -1.026 1.200  -0.606
O -1.573 1.946 -0.928  -0.654
O -0.394 -1.795 2.005  -0.721
H -0.185 1.391 -2.307  0.296
H 2.004 -0.266 0.764  0.332

Values from the calculation:
total charge: -1
Kohn-Sham gap: 7.95 eV
E: -11678.7200 eV
SMILES string: O=C/N=N/N([O-])O

[3]
The following is a quantum chemistry calculation of CH2N4O as an isolated structure at a distorted geometry, from the Open Molecules 2025 dataset.

Last column: Mulliken charge in e.
Cartesian coordinates (Å):
O 1.902 -0.302 -0.011  -0.450
C 0.599 -0.143 0.189  0.583
N -0.032 0.899 0.608  -0.133
N -1.320 0.728 0.792  -0.383
N -1.405 -1.056 0.113  -0.347
N -0.240 -1.217 -0.147  0.044
H 2.341 0.537 0.205  0.366
H -1.850 0.546 -0.070  0.319

Values from the calculation:
Kohn-Sham gap: 9.68 eV
E: -9073.5850 eV

[4]
The following is a quantum chemistry calculation of one molecule with the formula CH2N4O2 at a distorted geometry, from the Open Molecules 2025 dataset.

Last column: Mulliken charge in e.
Cartesian coordinates (Å):
C -1.459 -0.411 0.026  0.135
N -1.656 0.910 0.340  -0.224
N -0.220 -0.747 -0.052  -0.599
N -0.627 1.530 0.446  -0.084
N 0.503 0.377 0.133  0.943
O 0.459 1.337 -0.856  -0.519
O 1.790 0.342 0.535  -0.457
H -2.193 -1.221 0.044  0.404
H 2.338 0.503 -0.308  0.400

Values from the calculation:
Kohn-Sham gap (alpha / beta): 9.89 / 9.89 eV
E: -11116.7755 eV

[5]
The following is a quantum chemistry calculation of an isolated ion of composition CH2N4P and charge -1 at a distorted geometry, from the Open Molecules 2025 dataset.

Last column: Mulliken charge in e.
Cartesian coordinates (Å):
C -0.151 -0.233 0.160  0.273
N 1.034 1.542 0.416  -0.340
N 0.810 -1.036 0.078  -0.294
N 1.984 0.818 0.286  0.053
N 2.102 -0.435 0.102  -0.495
P -1.868 -0.521 0.132  -0.179
H -1.799 -0.917 -1.190  -0.018
H -2.111 0.782 0.016  0.000

Values from the calculation:
total charge: -1
Kohn-Sham gap: 7.66 eV
E: -16315.2720 eV
SMILES string: [N-]=N/N=N\C#[PH2]

[6]
The following is a quantum chemistry calculation of an isolated ion of composition CH2N5 and charge +1 at a distorted geometry, from the Open Molecules 2025 dataset.

Last column: Mulliken charge in e.
Cartesian coordinates (Å):
C 0.175 -0.757 1.080  0.448
N -0.181 -2.468 1.295  0.035
N 0.122 -0.400 2.381  -0.035
N -0.166 -2.525 2.466  0.083
N 0.065 -1.389 3.152  -0.014
N 0.073 0.068 0.094  -0.165
H 0.286 -0.064 -0.932  0.333
H -0.291 0.925 0.440  0.314

Values from the calculation:
total charge: +1
Kohn-Sham gap: 7.96 eV
E: -8506.6886 eV
SMILES string: [NH2+]=C1N=NN=N1

[7]
The following is a quantum chemistry calculation of a 2-piece molecular cluster, CH2N5O2 overall at a distorted geometry, from the Open Molecules 2025 dataset.

Last column: Mulliken charge in e.
Cartesian coordinates (Å):
C 2.269 -0.661 -0.235  0.579
N 3.291 -0.614 0.259  -0.483
N 0.627 -2.317 0.912  -0.653
N 0.293 0.543 -0.675  -0.437
N 1.082 -0.597 -0.811  -0.293
N -0.576 -2.384 0.968  1.155
O -1.392 -1.623 0.301  -0.754
O -1.089 -3.267 1.756  -0.725
H 0.436 1.149 0.088  0.230
H -0.639 0.040 -0.570  0.380

Values from the calculation:
total charge: -1
Kohn-Sham gap (alpha / beta): 7.37 / 9.00 eV
E: -12609.1126 eV

[8]
The following is a quantum chemistry calculation of an isolated ion of composition CH2N5S and charge -1 at a distorted geometry, from the Open Molecules 2025 dataset.

Last column: Mulliken charge in e.
Cartesian coordinates (Å):
C -1.477 0.613 -1.629  0.148
N 0.141 2.057 -1.495  -0.521
N -1.847 1.766 -2.206  -0.362
N -0.829 2.623 -2.105  -0.354
N -0.233 0.886 -1.107  0.716
N 0.493 0.117 0.008  -0.571
S -2.209 -0.930 -1.410  -0.581
H 1.462 0.362 -0.290  0.266
H 0.349 -0.896 -0.123  0.259

Values from the calculation:
total charge: -1
Kohn-Sham gap: 7.22 eV
E: -19354.5012 eV
SMILES string: Nn1nnnc1[S-]